13
Properties=species:S:1:pos:R:3:mulliken_charge:R:1 method="wB97M-V/def2-TZVPD" orbital_gap_ev=10.7 total_charge=+1 molar_mass_g_mol=104.09 relative_energy_kj_mol=82.17
C -1.0204 -0.6956 -1.0751 0.1310
C -0.0019 0.9474 2.4951 0.4843
N -0.4840 1.9748 2.8497 -0.2981
N 0.1787 -0.5767 -0.5910 0.0840
N 1.3684 -0.6632 -1.4353 -0.6330
O -1.3386 -0.5382 -2.3039 -0.3156
O 0.7308 0.1610 2.0709 -0.5160
H -1.9459 -0.6867 -0.5467 0.4088
H 0.5861 -0.7501 0.3369 0.3654
H -1.1758 2.3811 3.4268 0.2945
H 2.0498 -1.1362 -0.8002 0.3199
H 1.6181 0.2964 -1.6244 0.2958
H -0.5656 -0.7140 -2.8027 0.3789

=====

13
Properties=species:S:1:pos:R:3:mulliken_charge:R:1 method="wB97M-V/def2-TZVPD" orbital_gap_ev=9.2 molar_mass_g_mol=85.11 relative_energy_kj_mol=614.18
N -2.0095 1.1455 0.2791 -0.5538
C -0.7742 1.1089 0.0679 0.1784
O -0.2276 0.0459 -0.6012 -0.3787
C 1.1541 -0.0756 -0.6552 -0.0529
C 1.9164 -0.0391 0.4259 -0.6198
C -0.8941 -1.4863 -1.6388 -0.4537
H -2.2530 2.0171 0.7453 0.2511
H -0.0115 1.8495 0.3305 0.3470
H 1.4797 -0.2584 -1.6717 0.4140
H 2.9893 -0.1526 0.3260 0.2484
H 1.5001 0.0677 1.4235 0.2957
H -1.9544 -1.2101 -1.4744 0.1654
H -0.6864 -2.1510 -0.7717 0.1589

=====

19
Properties=species:S:1:pos:R:3:mulliken_charge:R:1 method="wB97M-V/def2-TZVPD" orbital_gap_ev="8.1 / 8.1" molar_mass_g_mol=112.25 relative_energy_kj_mol=567.75
C 2.0792 0.3182 -0.0125 -0.9651
C 1.1944 1.0276 -1.0329 -0.5395
C 1.2560 0.6536 1.3162 -0.4685
C -0.2376 0.5690 -0.6508 -0.2416
C -0.0754 0.2534 0.8660 -0.3509
C -2.5569 -1.4699 -0.2821 -1.1474
Si -0.6873 -1.2001 -0.1317 0.3659
H 2.1969 -0.6828 -0.0642 0.3699
H 3.0320 0.6503 0.1524 0.4313
H 1.0129 2.1105 -1.0369 0.3045
H 1.4183 0.6508 -2.0088 0.3311
H 1.6116 0.0065 2.1045 0.3248
H 1.1402 1.7213 1.6278 0.2682
H -1.1344 1.2250 -1.0190 0.3171
H -1.6488 1.0063 1.9388 0.1106
H -2.9650 -0.7458 -0.8641 0.3879
H -2.8405 -2.4449 -0.8477 0.2609
H -3.0297 -1.5080 0.6181 0.3964
H 0.2341 -2.1409 -0.6734 -0.1557

=====

90
Properties=species:S:1:pos:R:3:mulliken_charge:R:1 method="wB97M-V/def2-TZVPD" orbital_gap_ev="5.9 / 5.8" total_charge=+3 molar_mass_g_mol=894.98 spin_multiplicity=2 relative_energy_kj_mol=548.92
Ir -2.2137 -2.1851 -0.6138 2.9397
C -4.4245 -5.0844 -1.1630 -1.3340
C -4.5546 -4.4993 0.1957 0.8728
C -5.6805 -4.7657 0.9891 -0.8079
C -5.7314 -4.2897 2.2834 -0.8087
C -4.6379 -3.6065 2.7979 -0.8661
C -3.5571 -3.3587 1.9618 0.8764
N -3.5658 -3.7561 0.6772 -0.1239
C -2.2942 -2.7544 2.4094 0.4831
C -1.9443 -2.5104 3.7337 -0.8355
C -0.6437 -2.0989 4.0083 -1.1955
C 0.2867 -2.0184 2.9869 -0.6962
C -0.1212 -2.2762 1.6744 0.1439
N -1.4074 -2.5668 1.4281 -0.0442
C 0.7528 -2.3693 0.5092 0.7000
C 2.1323 -2.1544 0.5559 -0.4998
C 2.8900 -2.3652 -0.5807 -0.9256
C 2.2609 -2.8244 -1.7304 -0.7252
C 0.8800 -2.9944 -1.7172 0.7688
C 0.2045 -3.4651 -2.9823 -1.3179
N 0.1445 -2.7418 -0.6417 0.0724
H -5.2613 -5.7364 -1.3899 0.4489
H -3.4968 -5.6515 -1.2283 0.2972
H -4.3862 -4.2934 -1.9134 0.2396
H -6.4887 -5.3481 0.5776 0.4471
H -6.5964 -4.4714 2.9033 0.4960
H -4.6428 -3.2727 3.8217 0.4286
H -2.6465 -2.6658 4.5361 0.4686
H -0.3533 -1.8931 5.0271 0.4943
H 1.3129 -1.7823 3.2140 0.4493
H 2.6018 -1.8383 1.4725 0.4532
H 3.9578 -2.2091 -0.5689 0.5728
H 2.8163 -3.0620 -2.6242 0.5767
H 0.6952 -4.3792 -3.3317 0.6610
H -0.0837 -2.6961 -4.7766 0.3609
H -0.8585 -3.6763 -2.8012 0.2268
O -6.2924 -1.9716 -1.7452 -0.6781
C -5.1712 -1.7393 -1.3693 0.1786
O -4.0815 -2.2579 -1.7327 -0.7102
C -4.9778 -0.6825 -0.2523 0.4314
C -6.0342 0.1000 0.1837 -0.8300
C -5.7836 1.0167 1.1956 -0.4230
C -4.5035 1.1030 1.7222 -1.0155
C -3.5131 0.2720 1.2224 -0.2469
N -3.7560 -0.6048 0.2594 0.0519
H -7.0058 -0.0138 -0.2726 0.5982
H -6.5740 1.6529 1.5638 0.4772
H -4.2717 1.8031 2.5082 0.4667
H -2.4978 0.3200 1.5877 0.4334
C 4.6460 1.0232 -3.0577 -0.9801
C 3.3965 1.7528 -3.5399 -1.0050
N 2.2332 1.3741 -2.7457 0.0692
C 1.4462 0.4031 -3.2306 0.1389
C 0.3094 -0.0806 -2.5642 -0.5618
C -0.6215 -0.9626 -3.0193 0.0110
O 0.3632 -2.4299 -3.9579 -0.5128
O -1.6876 -1.4388 -2.8399 -0.4907
C 0.0151 0.3869 -1.1994 1.3622
O -0.8894 -0.0720 -0.4835 -0.4523
C 0.9251 1.3916 -0.7254 1.1545
C 0.7775 1.8594 0.5871 -0.6376
C 1.5912 2.8225 1.1037 0.1664
F 1.3525 3.1756 2.3861 -0.3275
C 2.6176 3.4362 0.3365 -0.9100
C 2.7993 2.9204 -0.9453 -0.9002
C 1.9981 1.9091 -1.5039 -0.0223
N 3.4489 4.4318 0.8388 0.1482
C 3.8638 5.5494 0.0131 -0.5813
C 5.3118 5.9481 0.3434 -0.8024
N 5.5763 5.7446 1.7972 -0.0740
C 4.3359 5.9290 2.5844 -0.9331
C 3.3403 4.8183 2.2442 -0.6694
H 5.5116 1.3626 -3.6183 0.4156
H 4.5406 -0.0468 -3.2120 0.3246
H 4.8157 1.2072 -2.0003 0.3202
H 3.1944 1.4891 -4.5783 0.4626
H 3.5282 2.8348 -3.5011 0.4720
H 1.7016 -0.0131 -4.1906 0.5450
H -0.0064 1.4519 1.2043 0.6235
H 3.6069 3.3195 -1.5338 0.5687
H 3.1935 6.4025 0.1816 0.3271
H 3.8013 5.2985 -1.0428 0.4184
H 5.4580 7.0002 0.0944 0.3705
H 6.0292 5.3578 -0.2271 0.4188
H 6.3084 6.3884 2.1188 0.3658
H 5.9175 4.7892 1.9554 0.3950
H 3.9269 6.9133 2.3545 0.3881
H 4.5603 5.8971 3.6504 0.4306
H 2.3387 5.1861 2.4984 0.4306
H 3.5414 3.9327 2.8537 0.5018

=====

23
Properties=species:S:1:pos:R:3:mulliken_charge:R:1 method="wB97M-V/def2-TZVPD" orbital_gap_ev=9.2 smiles="C1CNPC1.CCC=O" molar_mass_g_mol=147.16 relative_energy_kj_mol=12.72
C -2.8479 0.4986 -0.4293 -0.7160
C -1.5190 1.0436 0.0837 -0.3475
C -2.5700 -0.9361 -0.8789 -0.6458
C 2.6815 -1.4268 0.6991 -0.9388
C 2.6801 0.0390 0.2831 -0.3673
C 1.9057 0.2847 -0.9754 -0.0239
N -1.0351 -0.0209 0.9424 -0.3983
O 1.4161 -0.5517 -1.6824 -0.5075
P -1.1766 -1.5696 0.2220 -0.0841
H -3.5602 0.4918 0.3956 0.3059
H -3.2475 1.1040 -1.2423 0.3219
H -0.8495 1.2559 -0.7611 0.1812
H -1.6489 1.9562 0.6717 0.4092
H -3.4586 -1.5637 -0.7953 0.3510
H -2.2320 -0.9646 -1.9177 0.3297
H 2.9772 -2.0506 -0.1417 0.2755
H 1.6848 -1.7381 1.0084 0.1333
H 3.3716 -1.5920 1.5213 0.3777
H 2.2696 0.6765 1.0726 0.2567
H 3.7012 0.3969 0.1028 0.3523
H 1.8210 1.3656 -1.2256 0.4128
H -0.1690 0.1542 1.4276 0.3014
H -0.2378 -1.4933 -0.8297 0.0205

=====

23
Properties=species:S:1:pos:R:3:mulliken_charge:R:1 method="wB97M-V/def2-TZVPD" orbital_gap_ev=8.3 molar_mass_g_mol=126.20 relative_energy_kj_mol=727.45
C 2.4001 1.1894 -2.5362 -0.8080
C 1.1584 0.4733 -2.0331 -0.2452
C 1.1908 -0.1611 -0.6487 -0.7616
C -1.0974 0.2319 0.3446 -0.5829
C -2.5466 -0.0791 2.2653 -0.9128
C -0.3994 -0.6759 2.1997 -0.2227
C -0.0798 -1.5184 1.0033 -0.5695
H 2.8764 1.6855 -1.5292 0.2893
H 1.9944 1.7373 -3.4665 0.2732
H 3.0170 0.2181 -3.0521 0.1841
H 0.2017 1.1263 -2.2656 0.2346
H 1.0539 -0.5316 -2.5775 0.1989
H 1.9220 -0.8568 -0.5594 0.5084
H 1.5661 0.7013 0.0122 0.2232
H -0.9089 0.9845 -0.3096 0.3635
H -2.2221 -0.2002 0.2944 0.3049
H -2.7883 -1.2999 1.9961 0.3401
H -3.7134 0.4273 1.7477 0.2381
H -2.6960 0.0830 3.3454 0.3492
H -0.3207 -0.8266 3.2471 0.4725
H 0.6496 -2.4614 0.9196 0.3087
N -0.1755 -0.6799 -0.1357 0.0415
N -1.0822 0.4330 1.7384 -0.2276

=====

14
Properties=species:S:1:pos:R:3:mulliken_charge:R:1 method="wB97M-V/def2-TZVPD" orbital_gap_ev=10.1 smiles=C#CCBCC#C molar_mass_g_mol=89.93 relative_energy_kj_mol=188.17
B -0.1010 -1.0268 0.1703 0.1236
C -3.5247 0.4586 0.0238 -0.1566
C 2.4910 1.3336 -0.3031 -0.0786
C -2.3495 0.2869 -0.0531 -0.5433
C 1.9047 0.2736 -0.0816 -0.3672
C -0.9419 0.3151 0.0806 -0.4562
C 1.4311 -1.0723 0.1398 -0.5834
H 1.8360 -1.3451 1.2598 0.2170
H -4.4062 0.7701 -0.3671 0.4032
H 3.1741 2.1457 -0.2182 0.4259
H -0.6023 1.0535 0.8034 0.3973
H -0.3850 0.7127 -0.8660 0.2837
H 2.0189 -1.8238 -0.3657 0.4233
H -0.5454 -2.0819 -0.2228 -0.0887

=====

106
Properties=species:S:1:pos:R:3:mulliken_charge:R:1 method="wB97M-V/def2-TZVPD" orbital_gap_ev=2.0 molar_mass_g_mol=1415.74
C 5.8774 -2.5962 -2.4617 -0.7350
C 5.2897 -1.2830 -3.0784 0.4131
O 5.4811 -1.0969 -4.2963 -0.6538
O 4.5441 -0.3404 -2.4056 -0.1095
C 5.0477 -0.0677 -1.0685 -0.8860
C 4.0637 0.8982 -0.2588 -0.4164
C 2.6201 0.3186 -0.4834 -1.0039
C 1.5204 0.6153 0.6286 0.8538
C 1.6251 2.1295 1.0848 -0.4776
Br 2.8844 2.6071 2.4988 0.0843
C 1.7044 3.1921 -0.1039 0.2454
C 0.3936 4.1071 -0.0541 -1.1171
Br 3.2079 4.4531 0.3151 -0.0917
O 0.2738 0.6607 -0.0983 -0.2806
C -0.9243 0.4025 0.5689 -1.2224
P -2.1671 1.6979 -0.0734 1.0495
N -2.1111 1.7295 -1.6881 -1.1688
C -0.9681 0.2079 2.1515 0.7366
C -1.9325 -1.0456 2.3439 -1.0154
O -2.6092 -1.1041 3.5846 -0.0605
O -3.8052 -1.7902 3.4225 -0.4300
B -1.7677 1.4461 2.8623 0.9744
O -3.1872 1.5646 2.8849 -0.6834
O -1.0766 2.5490 3.4640 -0.6682
N 0.3958 0.0023 2.7825 0.8043
C 0.3720 -0.8775 4.0367 -1.3147
C 1.4055 -0.4680 1.7429 -0.3473
S 3.0894 -0.7790 2.5332 -0.1576
O 0.9867 -1.7622 1.4461 0.0295
C 0.9749 -2.2870 0.1410 -0.9171
C -0.1273 -3.4292 -0.0095 1.1492
C 0.2427 -4.6431 0.9351 -1.3186
C -0.0337 -3.8544 -1.5592 0.2254
C -1.4837 -4.3357 -1.9951 -0.6829
C 1.1003 -4.9096 -1.8504 -1.2549
H 5.0750 -3.3147 -2.1352 0.2259
H 6.5153 -2.3594 -1.5694 0.3716
H 6.5145 -3.0990 -3.2297 0.3080
H 6.0888 0.3458 -1.0668 0.4682
H 5.0460 -1.0332 -0.4738 0.3932
H 4.1319 1.8855 -0.7887 0.1769
H 4.4581 0.8976 0.7823 0.3445
H 2.2378 0.7487 -1.4574 0.3799
H 2.7612 -0.7730 -0.6886 0.4457
H 0.6127 2.3516 1.5517 -0.1825
H 1.7608 2.7905 -1.1391 0.2597
H -0.4065 3.7451 -0.7493 0.2228
H 0.0409 4.2441 1.0117 0.0693
H 0.7252 5.1398 -0.3849 0.6234
H -1.3294 -0.5536 0.0946 0.3437
H -1.9069 3.0171 0.4125 0.1674
H -3.4703 1.2230 0.3387 -0.5656
H -1.3805 1.0634 -2.0087 0.4931
H -1.4370 -2.0346 2.1557 0.4493
H -2.7506 -0.9550 1.5464 -0.0974
H -4.2558 -1.7534 4.2905 0.3368
H -3.3939 2.5224 2.9227 0.3464
H -1.2674 3.3527 2.9387 0.3753
H 0.7517 0.8957 3.1813 0.8449
H -0.4572 -0.4778 4.7026 0.4403
H 0.1464 -1.9500 3.8691 0.3988
H 1.2889 -0.7534 4.6762 0.3815
H 3.2637 -2.1415 2.5808 0.2512
H 0.8176 -1.6123 -0.7415 0.1620
H 1.9571 -2.8272 -0.0640 0.2391
H -1.1713 -3.0409 0.1277 0.0798
H -0.1760 -5.6020 0.4989 0.2596
H 1.3656 -4.7906 0.9306 0.2973
H -0.1486 -4.5320 1.9786 0.3038
H 0.2003 -2.9496 -2.2181 0.0403
H -2.2224 -3.5574 -1.6370 0.2151
H -1.4848 -4.3735 -3.1239 0.3907
H -1.6334 -5.3565 -1.5090 -0.2379
H 1.0768 -5.1137 -2.9660 0.3894
H 2.1304 -4.4720 -1.6547 0.1953
H 0.9532 -5.8992 -1.3476 0.2446
Br 1.2054 -2.7455 5.6340 -0.6027
Cs -3.9038 1.0619 -3.3452 0.9933
C -7.1309 6.3366 -5.3447 -1.3153
C -5.9926 5.4545 -4.9135 0.2664
O -6.4354 4.4321 -4.2970 -0.4492
H -7.6955 6.6842 -4.4917 0.3617
H -6.7423 7.2184 -5.8600 0.4113
H -7.8064 5.8149 -6.0327 0.3375
H -5.2830 6.2154 -4.2983 0.2797
H -5.3851 5.2738 -5.8224 0.3503
Cl -5.8272 7.4256 -3.6034 -0.2342
O -2.2782 5.7237 -0.8091 -1.1644
V -1.7785 7.4017 -0.6870 1.2189
O -1.2572 9.0485 -0.5554 -0.9648
Cl -2.2396 -7.1123 -0.6874 -0.7464
Al -5.2809 -0.0077 0.9461 0.9308
Br 3.5003 -3.1053 9.0186 -0.1020
C 4.9348 -1.8528 8.6224 -0.6486
C 4.8355 -1.3417 7.2063 -0.4357
Br 5.4632 -2.6681 5.9236 -0.1362
H 5.8724 -2.3641 8.8307 0.3630
H 4.8053 -1.0370 9.3336 0.3439
H 5.4873 -0.4794 7.0633 0.3737
H 3.8192 -1.0778 6.9163 0.2057
O -6.0666 -1.8434 -9.1989 -0.4644
P -6.0253 -0.5940 -8.3206 0.8737
O -5.6613 -0.9812 -6.8882 -0.4907
O -7.4000 0.0731 -8.3483 -0.4453
O -4.9762 0.3816 -8.8572 -0.4737
Na 3.3075 -2.1456 -4.7146 0.9601